C4H6N2O2 | the ωB97M-V functional and the def2-TZVPD basis

Properties
**E_tot**: -415.8962 Eh
**Spin multiplicity**: 1
**LUMO level**: 0.0219 hartree
**Kohn-Sham gap**: 8.97 eV
**Energy above the lowest of the compared OMol25 structures with the same formula, charge and spin**: 90.6 kcal/mol

Each atom is followed by the atoms it is bonded to, with distances in Å.
Cartesian coordinates (Å):
1 O 1.35 -0.45 0.35  C7 1.393, C8 1.408
2 O -1.38 1.24 -1.60  C5 1.142
3 N 0.04 -0.46 -2.21  C5 1.165, H10 1.017
4 N -1.35 1.76 1.36  C6 1.229, H9 1.096
5 C -0.66 0.38 -1.80  O2 1.142, N3 1.165
6 C -0.44 1.14 0.83  N4 1.229, C7 1.306
7 C 0.68 0.77 0.25  O1 1.393, C6 1.306, H12 1.084
8 C 0.55 -1.48 0.87  O1 1.408, H11 1.092, H13 1.116, H14 1.086
9 H -2.28 1.99 0.83  N4 1.096
10 H 0.73 -1.17 -1.98  N3 1.017
11 H -0.22 -1.96 0.24  C8 1.092
12 H 1.37 1.56 -0.02  C7 1.084
13 H 1.35 -2.24 1.04  C8 1.116
14 H 0.27 -1.08 1.83  C8 1.086